This record from the OMol25 dataset describes a single C9H9NO2S molecule in a non-equilibrium geometry. The level of theory is the ωB97M-V functional and the def2-TZVPD basis.

Structure (XYZ):
```
22
C9H9NO2S the ωB97M-V functional and the def2-TZVPD basis
C 1.929 -1.751 -0.423
C 2.086 -1.326 -1.729
C 1.175 -1.032 0.475
C 1.513 -0.185 -2.173
C 0.514 0.059 -0.046
C 0.632 0.514 -1.382
C -0.287 1.067 0.703
C -0.956 1.807 -0.421
C -0.268 1.697 -1.648
N -0.816 0.608 1.999
O -2.018 -1.109 3.325
O -3.084 -0.671 1.240
S -1.559 -0.978 1.979
H 2.652 -2.569 -0.109
H 2.707 -1.935 -2.325
H 1.182 -1.136 1.507
H 1.612 0.110 -3.203
H -1.363 1.370 2.479
H 0.578 1.700 0.854
H -3.933 -0.825 1.637
H -1.823 2.374 -0.175
H -0.473 2.212 -2.565
```

For the energy, the calculation gives -951.67958 Eh. As for the relative energy (zero: lowest compared OMol25 entry of this formula, charge and spin): 115.39 kJ/mol. The largest force on an atom comes out at 5.09 eV/Å.

Atom charges from the Mulliken analysis, given in e for atoms 1 to 8:
1. C -0.65
2. C -0.51
3. C -0.46
4. C -0.49
5. C 0.25
6. C 0.23
7. C 0.24
8. C -0.50